The following is a quantum chemistry calculation of a molecular structure, C21H17BrIrN5O2S, from the Open Molecules 2025 dataset.

The value obtained for the HOMO-LUMO gap is 6.81 eV. Its charge is +2. The calculated total energy comes out at -4310.84300 hartree.

CARTESIAN COORDINATES (ANGSTROEM)
1 Ir -1.267 0.336 1.450
2 Br 0.328 -1.331 5.922
3 S -3.518 0.810 2.051
4 O -0.415 -0.219 3.256
5 O 0.600 -0.566 1.395
6 N -2.111 2.931 -0.073
7 N -2.377 -1.426 1.684
8 N -1.761 0.655 -0.509
9 N -4.553 -1.685 2.486
10 N -0.470 2.218 1.461
11 C 2.759 -1.836 2.536
12 C -4.413 -3.032 2.500
13 C -3.551 -0.869 2.089
14 C -2.187 -0.283 -2.663
15 C -1.036 3.214 0.770
16 C -0.600 4.530 0.896
17 C 1.064 3.775 2.430
18 C 1.710 -1.760 4.712
19 C -2.209 -2.734 1.702
20 C 1.679 -1.451 3.344
21 C -1.741 -0.385 -1.373
22 C -2.164 1.852 -0.946
23 C 2.800 -2.435 5.239
24 C 3.841 -2.506 3.067
25 C 0.592 -0.737 2.674
26 C -2.671 0.951 -3.099
27 C 3.858 -2.803 4.423
28 C -3.234 -3.597 2.108
29 C 0.580 2.504 2.267
30 C -2.648 2.025 -2.243
31 C 0.452 4.814 1.737
32 H -1.240 -3.106 1.390
33 H -2.539 3.765 -0.448
34 H 2.732 -1.588 1.484
35 H 1.898 3.948 3.094
36 H -3.099 -4.667 2.118
37 H -5.268 -3.600 2.838
38 H -3.037 1.071 -4.110
39 H -1.081 5.309 0.320
40 H -2.153 -1.141 -3.317
41 H 4.668 -2.792 2.432
42 H 2.816 -2.670 6.294
43 H 1.004 1.673 2.805
44 H 0.803 5.832 1.843
45 H 4.701 -3.326 4.855
46 H -5.420 -1.263 2.801
47 H -1.342 -1.309 -0.979
48 H -2.975 3.005 -2.564


The following is a quantum chemistry calculation of a single C6H7N molecule, from the Open Molecules 2025 dataset.

The value obtained for the HOMO-LUMO gap is 10.62 eV. The calculated total energy comes out at -287.55096 hartree. The SMILES is N#CC1CC=CC1. Its energy above the lowest of the compared OMol25 structures with the same formula, charge and spin is 22.76 kcal per mole.

CARTESIAN COORDINATES (ANGSTROEM)
1 N 2.366 -1.563 0.868
2 C -0.976 -0.141 -1.161
3 C 0.327 0.619 -1.123
4 C 1.765 -0.623 0.556
5 C -0.465 -0.037 1.143
6 C 0.786 0.465 0.356
7 C -1.417 -0.452 0.054
8 H -0.154 -0.903 1.728
9 H 1.211 1.394 0.754
10 H -1.484 -0.378 -2.091
11 H -0.867 0.699 1.846
12 H -2.336 -0.985 0.271
13 H 0.167 1.675 -1.384
14 H 1.078 0.232 -1.818


The following is a quantum chemistry calculation of a molecular structure, C30H22BBrF6N10O4Ti, from the Open Molecules 2025 dataset.

The value obtained for the HOMO-LUMO gap (alpha / beta) is 3.23 / 6.79 eV. Its charge is -2. The calculated total energy comes out at -6052.58950 hartree. Its energy above the lowest of the compared OMol25 structures with the same formula, charge and spin is 64.16 kcal per mole. The multiplicity is 3.

CARTESIAN COORDINATES (ANGSTROEM)
1 Br 0.385 -3.793 -0.559
2 Ti -0.036 -0.535 0.117
3 F -2.509 -0.430 -2.044
4 F -1.258 4.713 -0.732
5 F 0.258 2.673 0.205
6 F 5.509 0.448 -3.103
7 F -4.125 1.605 -2.863
8 F -3.484 4.201 -2.243
9 O 2.476 -1.459 0.790
10 O 5.694 3.317 -3.019
11 O 1.462 0.485 0.589
12 O 4.031 3.319 1.201
13 N -3.430 -2.537 1.430
14 N 0.127 -1.218 2.316
15 N -1.985 0.622 2.033
16 N -1.172 1.515 2.597
17 N -5.015 -2.993 3.074
18 N 0.099 -0.444 3.400
19 N 4.706 3.234 -0.957
20 N -1.601 -1.643 0.098
21 N -3.257 -1.455 3.550
22 N 4.233 1.283 0.186
23 C 0.136 -2.481 2.732
24 C -0.051 -3.188 -2.326
25 C -1.575 3.429 -1.027
26 C 1.303 0.267 -2.376
27 C -0.583 -4.124 -3.186
28 C 1.385 0.468 -3.754
29 C 0.825 -0.442 -4.621
30 C -3.018 1.858 -2.117
31 C 0.114 -2.527 4.123
32 C -0.819 2.369 -0.554
33 C -0.729 -3.802 -4.534
34 C 2.450 -0.232 0.877
35 C -3.868 -2.305 2.643
36 C 0.280 -1.635 -4.124
37 C 0.722 -0.866 -1.800
38 C -3.023 1.297 1.536
39 C 0.086 -1.200 4.501
40 C 5.091 1.207 -2.048
41 C -0.280 -2.592 -4.996
42 C 5.214 2.616 -2.128
43 C -2.880 2.657 1.793
44 C 3.715 0.549 1.320
45 C 0.320 -1.885 -2.714
46 C -1.103 1.024 -0.812
47 C -2.702 3.179 -1.805
48 C -2.467 -1.999 0.814
49 C 4.584 0.570 -0.945
50 C -1.671 2.745 2.464
51 C 4.282 2.651 0.215
52 C -2.203 0.839 -1.653
53 B 0.091 1.095 3.385
54 H -5.217 -3.750 2.431
55 H 3.436 1.275 2.089
56 H 0.174 -3.308 2.049
57 H 4.703 4.246 -0.961
58 H -1.145 -4.532 -5.218
59 H -0.340 -2.355 -6.048
60 H -3.811 0.768 1.031
61 H -0.029 1.471 4.526
62 H -4.921 -3.329 4.028
63 H -0.875 -5.096 -2.815
64 H -3.890 -0.999 4.195
65 H 1.844 1.371 -4.141
66 H 4.428 -0.494 -0.913
67 H -1.141 3.595 2.843
68 H 1.694 1.057 -1.737
69 H -2.627 -0.788 3.082
70 H 1.070 1.527 2.863
71 H -3.541 3.453 1.513
72 H 4.469 -0.148 1.697
73 H 0.812 -0.262 -5.690
74 H 0.059 -0.754 5.476
75 H 0.112 -3.394 4.753


The following is a quantum chemistry calculation of 6 unconnected molecules or ions with the total composition C24H49ClN8O2, from the Open Molecules 2025 dataset.

The value obtained for the HOMO-LUMO gap is 9.33 eV. Its charge is +4. The calculated total energy comes out at -1991.28208 hartree. Its energy above the lowest of the compared OMol25 structures with the same formula, charge and spin is 19.67 kcal per mole.

CARTESIAN COORDINATES (ANGSTROEM)
1 Cl -0.094 -1.631 0.554
2 O 0.647 -2.838 -3.247
3 O -4.792 -2.380 1.038
4 N -1.526 -4.833 -1.889
5 N 2.071 6.157 -1.229
6 N -3.181 -0.739 1.028
7 N -3.233 -3.984 -2.978
8 N 2.552 1.632 5.045
9 N 2.760 1.111 2.927
10 N 0.796 4.384 -1.395
11 N 1.937 -1.356 -2.049
12 C 1.416 -1.948 -3.328
13 C 1.875 3.085 6.936
14 C 3.258 6.934 -0.951
15 C -4.325 -3.088 -3.376
16 C -0.006 5.495 -1.518
17 C -3.858 -1.948 1.613
18 C -2.298 -3.753 -2.064
19 C -2.028 -5.801 -2.738
20 C 1.780 -1.228 -4.591
21 C 3.503 0.569 1.790
22 C -3.038 -5.283 -3.449
23 C 0.474 2.948 -1.603
24 C 1.470 0.841 3.299
25 C 3.357 -1.831 -1.868
26 C 0.773 6.594 -1.350
27 C 0.453 2.226 -0.245
28 C -3.146 -2.563 2.779
29 C -5.537 -3.247 -2.428
30 C 3.392 1.564 4.013
31 C 2.060 4.823 -1.284
32 C 1.330 1.142 4.619
33 C -0.404 -5.033 -0.971
34 C 2.925 2.122 6.375
35 C -3.938 -0.038 -0.092
36 H -6.173 -2.370 -2.477
37 H 0.163 1.172 -0.404
38 H 3.500 -2.862 -2.184
39 H -0.520 -4.345 -0.129
40 H 1.807 3.976 6.313
41 H 2.923 4.187 -1.190
42 H -1.064 5.373 -1.679
43 H -0.375 2.552 0.398
44 H -3.677 -3.406 3.218
45 H -3.618 -5.582 -4.306
46 H -3.877 -0.777 -0.887
47 H 1.407 -0.210 -4.718
48 H 4.454 1.719 4.113
49 H -3.510 0.926 -0.340
50 H 1.349 2.550 -2.118
51 H -0.392 2.913 -2.255
52 H 2.077 3.375 7.967
53 H 3.943 2.466 6.545
54 H 3.514 1.297 0.975
55 H -6.014 -4.195 -2.672
56 H -3.930 -2.096 -3.576
57 H 2.959 -0.310 1.452
58 H 0.583 -4.919 -1.407
59 H 0.500 0.941 5.273
60 H -1.636 -6.804 -2.711
61 H -4.958 0.101 0.253
62 H -3.230 -0.085 1.818
63 H -5.221 -3.423 -1.396
64 H 2.797 -1.362 -4.963
65 H 3.986 -1.217 -2.511
66 H 1.890 -0.336 -1.981
67 H 3.678 -1.698 -0.839
68 H -3.171 -1.835 3.600
69 H 4.546 0.399 2.037
70 H 0.801 0.351 2.602
71 H 1.262 -1.609 -1.295
72 H 4.156 6.345 -1.138
73 H 2.896 1.280 7.075
74 H -4.703 -3.493 -4.315
75 H 1.235 2.178 0.512
76 H -2.120 -2.850 2.555
77 H -2.211 -1.050 0.796
78 H 3.284 7.273 0.081
79 H 0.901 2.604 7.051
80 H 1.191 -1.744 -5.358
81 H 0.553 7.648 -1.392
82 H -2.179 -2.851 -1.487
83 H 3.323 7.750 -1.670
84 H -0.524 -6.051 -0.606


The following is a quantum chemistry calculation of 6 unconnected molecules or ions with the total composition C9H29N2O6, from the Open Molecules 2025 dataset.

The value obtained for the HOMO-LUMO gap is 6.99 eV. Its charge is -1. The calculated total energy comes out at -921.22188 hartree. Its energy above the lowest of the compared OMol25 structures with the same formula, charge and spin is 69.77 kcal per mole.

CARTESIAN COORDINATES (ANGSTROEM)
1 O 0.546 0.840 4.073
2 O 1.198 0.777 -4.057
3 O -3.261 1.950 -1.003
4 O 6.688 -0.184 -0.031
5 O 0.602 0.537 -0.060
6 O -0.803 -3.444 -0.172
7 N 4.838 0.947 0.230
8 N 4.745 -1.183 0.200
9 C -4.314 1.606 -0.220
10 C -2.156 -3.304 0.121
11 C 0.586 2.220 4.214
12 C -2.769 -4.677 0.253
13 C 5.509 -0.135 0.104
14 C 0.780 2.581 5.718
15 C 1.222 -1.339 -5.133
16 C -5.285 2.762 -0.185
17 C 1.975 -0.072 -4.767
18 H -6.276 2.486 0.173
19 H 0.721 -1.772 -4.267
20 H 1.657 1.970 5.934
21 H -0.560 -2.516 -0.138
22 H 3.736 -1.144 0.191
23 H 1.395 2.620 3.603
24 H 3.829 0.932 0.200
25 H -2.840 -5.141 -0.731
26 H -2.165 -5.285 0.927
27 H 0.402 1.186 0.642
28 H 5.279 -2.015 -0.008
29 H 2.301 0.538 -5.610
30 H 2.827 -0.340 -4.143
31 H 5.280 1.807 -0.063
32 H 1.866 -2.096 -5.581
33 H -0.083 2.267 6.305
34 H -5.457 3.064 -1.218
35 H 0.430 -1.094 -5.842
36 H -2.434 1.527 -0.761
37 H -2.617 -2.780 -0.716
38 H 1.163 0.534 -3.129
39 H -2.215 -2.726 1.043
40 H -4.771 0.652 -0.486
41 H -3.801 -4.526 0.568
42 H 0.621 0.691 3.128
43 H 0.834 3.669 5.698
44 H -0.309 2.636 3.752
45 H -3.989 1.397 0.799
46 H -4.925 3.578 0.441